A:
The following is a DFT calculation (ωB97M-V with the def2-TZVPD basis set) of one molecule with the formula C4H8N2O2S.

Summary:
LUMO level: 0.796 eV

Each line ends with the natural charge from an NBO analysis.
CARTESIAN COORDINATES (ANGSTROEM)
C (-0.396, -2.108, 0.039)  0.096
C (-0.928, -0.953, -0.761)  -0.285
C (0.627, -0.194, 0.809)  -0.106
C (-1.258, 1.273, 0.262)  -0.395
N (0.443, -1.853, 0.934)  -0.393
N (-0.351, 0.216, -0.115)  -0.465
O (2.147, -0.114, -1.346)  -0.950
O (2.368, 1.685, 0.382)  -0.915
S (2.347, 0.033, 0.081)  1.486
H (-0.730, -3.115, -0.160)  0.197
H (-0.588, -1.030, -1.800)  0.227
H (-2.023, -0.927, -0.750)  0.205
H (0.603, 0.238, 1.807)  0.213
H (-2.190, 0.900, 0.707)  0.175
H (-0.766, 1.930, 0.975)  0.211
H (-1.504, 1.851, -0.632)  0.201
H (2.198, 2.168, -0.431)  0.498

B:
The following is a DFT calculation (ωB97M-V with the def2-TZVPD basis set) of one molecule with the formula C4H8N2O2S.

Summary:
LUMO level: 0.457 eV

Each line ends with the natural charge from an NBO analysis.
CARTESIAN COORDINATES (ANGSTROEM)
C (-1.055, -1.135, 0.166)  -0.222
C (0.434, -0.847, 0.188)  -0.276
C (-1.918, 1.131, -0.338)  -0.107
C (0.366, 1.393, -0.433)  0.063
N (-1.902, -0.012, 0.364)  -0.595
N (1.074, 0.425, -0.198)  -0.501
O (3.179, 0.384, 1.234)  -0.939
O (3.203, -0.989, -0.777)  -0.939
S (3.215, 0.336, -0.216)  1.684
H (-1.319, -1.631, -0.820)  0.188
H (-1.136, -1.829, 0.951)  0.228
H (0.883, -1.027, 1.164)  0.222
H (0.899, -1.604, -0.413)  0.237
H (-2.448, 2.044, -0.061)  0.225
H (-1.873, 0.918, -1.394)  0.184
H (0.740, 2.372, -0.653)  0.163
H (-2.338, 0.071, 1.237)  0.385

Winner for stability: A

A:
The following is a DFT calculation (ωB97M-V with the def2-TZVPD basis set) of a 4-piece molecular cluster, H8O4 overall.

Summary:
LUMO level: 0.447 eV
SMILES: O.O.O.O

Each line ends with the natural charge from an NBO analysis.
CARTESIAN COORDINATES (ANGSTROEM)
O (-4.848, -0.037, 1.462)  -0.934
H (-4.571, -0.257, 0.572)  0.468
H (-5.105, 0.883, 1.412)  0.466
O (-0.315, -0.258, -1.240)  -0.940
H (0.319, 0.357, -1.609)  0.469
H (-0.486, -0.880, -1.948)  0.471
O (4.864, -0.308, -2.645)  -0.934
H (5.251, 0.406, -3.150)  0.467
H (4.595, 0.098, -1.821)  0.467
O (0.390, -0.167, 3.190)  -0.939
H (-0.227, 0.499, 3.495)  0.467
H (0.132, -0.336, 2.284)  0.472

B:
The following is a DFT calculation (ωB97M-V with the def2-TZVPD basis set) of a 4-piece molecular cluster, H8O4 overall.

Summary:
LUMO level: 0.377 eV
SMILES: O.O.O.O

Each line ends with the natural charge from an NBO analysis.
CARTESIAN COORDINATES (ANGSTROEM)
O (0.133, 2.403, -0.304)  -0.938
H (-0.537, 3.103, -0.429)  0.467
H (-0.042, 1.783, -0.990)  0.471
O (1.494, -1.385, -1.049)  -0.944
H (2.425, -1.305, -1.223)  0.467
H (1.510, -1.672, -0.118)  0.467
O (-4.185, -0.764, 0.097)  -0.950
H (-3.507, -0.252, -0.446)  0.478
H (-3.994, -0.700, 1.022)  0.472
O (2.326, -0.293, 0.839)  -0.953
H (2.939, -0.693, 1.495)  0.481
H (1.439, -0.224, 1.106)  0.482

Winner for stability: A